180
Properties=species:S:1:pos:R:3 method="wB97M-V/def2-TZVPD" lumo_energy_ha=0.01821 homo_lumo_gap_ev=9.0758 multiplicity=1
C -6.2479 -2.3567 -2.3044
H -2.3815 -1.8211 6.5312
H -0.1494 -0.2550 -1.3289
H 2.1091 -0.6867 -4.0660
H -4.1826 0.3521 3.8239
H -4.4183 0.5727 -2.6640
H -7.0191 3.7731 -0.4664
H -0.5046 -3.9545 2.4779
N -0.4045 0.8633 -7.0869
C -1.1846 -4.6564 2.8980
H 3.3408 4.7728 2.0734
N -0.9913 -5.7824 0.7479
C -5.0789 0.3013 2.0967
H -9.0098 -0.6315 -1.5631
C 0.3436 1.7999 -6.3081
C 5.6893 1.4069 1.9842
H 2.6156 -0.0270 2.3065
H -1.1570 -4.5156 -1.9118
H 6.1538 -1.7418 1.1698
C 4.9126 -3.4117 1.5741
H -5.2572 -2.6400 2.1574
H -5.5723 2.2833 1.2474
H 4.8994 4.4223 -3.8615
H 5.6457 0.9903 0.9556
H 2.7399 -2.9927 -2.3527
H -3.9560 2.1523 1.7402
H -0.0564 -0.0911 -6.8008
C 2.7493 3.7124 -6.0613
C 2.0405 3.1043 1.7336
H 6.5661 4.6845 -3.2413
H -4.9851 4.5074 0.7245
H 1.8710 4.2121 -5.6151
H 2.7370 3.8778 -7.1486
C -5.1520 -1.3607 -2.0401
H 6.1589 2.3822 -4.0409
H -2.8680 -0.0040 6.5271
N 0.8516 -3.7025 -0.5488
H -1.8318 1.3960 -0.4612
H -2.2325 -0.8933 0.1087
H 0.1223 2.7721 -6.7748
N 4.5743 -3.9920 0.2354
H -0.5350 -1.3483 5.1624
H -0.6729 -5.3676 3.4778
O 0.6790 -0.2626 1.8501
H 2.8364 -3.5797 2.2264
H -0.0065 0.9160 5.6181
C 5.5952 4.1392 -3.0108
C -0.0911 1.8722 -4.8073
H 1.0804 3.7005 1.7662
H -2.6877 -5.9390 1.9326
H -1.7584 -0.9361 3.2246
H 7.9030 2.6587 -2.5594
H 4.5431 -5.0219 0.2207
H -4.3411 -0.5086 1.7811
H -1.1647 1.9882 -4.7119
H -8.3285 -1.9743 -0.5917
H -2.5272 -1.2700 8.8726
H -1.5611 4.6635 -1.6953
C 1.8457 1.4434 -6.3865
C -1.9060 -5.1883 1.6560
C -2.5326 5.2137 0.8595
H -5.3027 -0.7849 -1.1084
H -2.1986 0.4958 8.9952
H -0.6022 -6.6167 1.1445
O 4.5097 2.1913 2.1429
C 3.2067 -3.7116 4.8920
H 4.8391 -1.3258 2.2671
H -2.9521 4.7342 -2.3932
C -0.8323 0.8044 4.9230
N 4.5789 1.9867 -2.6867
C 3.2085 3.9991 1.3077
O -5.1276 0.4583 3.4779
C -2.0088 -0.7663 6.4666
N 2.9908 4.7211 0.0597
H -1.8603 -4.0049 3.5108
C -0.3713 -0.1377 -0.2701
O -4.3604 1.1305 0.0276
H 0.2027 0.9433 -4.3623
O 4.1221 -3.3828 3.9058
H 3.8675 -4.9945 2.6694
C -8.0847 -1.1898 -1.3466
H -2.6537 -1.8996 4.0944
H 4.9373 1.0315 -2.6771
H -4.7596 5.7333 -0.5945
H -6.0587 -0.0418 1.7416
C -4.5884 4.6790 -0.2971
C 6.9723 2.3222 -2.0844
C 5.0949 -1.9229 1.3842
O 6.9915 0.9286 -1.9604
O -1.1140 -0.6091 7.5462
H 8.9724 1.0699 -1.5206
C 0.8359 -3.9375 -1.9875
C 4.4784 3.1186 1.1075
H 2.2497 -3.1787 4.7652
H 4.4979 -1.5415 0.5488
H -0.3847 0.8245 3.9245
C -0.5903 -3.8141 -2.5425
H 4.3878 2.6399 0.1086
C -6.5535 3.9499 -1.4444
C 8.1006 0.5875 -1.1385
H -6.4362 -3.0979 -1.4888
H 3.1002 -0.7271 -2.5901
H -1.0599 -0.6210 9.6260
H -0.0640 0.9870 -8.0766
H 0.3443 -2.8657 -0.4722
H -4.6617 -0.6363 -3.9862
H -4.6667 -4.2989 2.5100
H 3.8891 2.0846 -3.4748
N -3.9486 -2.1761 -1.8680
C -2.6252 -4.0932 0.8191
H 2.3309 2.5903 2.6589
H 3.6766 4.1809 -5.6812
O -3.3509 -3.1012 1.5629
H 5.2835 4.4273 -2.0235
C -4.7168 -3.5288 1.7891
H 5.3698 3.7396 1.1596
H 3.0390 -4.8347 4.8715
H 6.6834 1.9417 2.1566
C -3.0637 4.4618 -0.3378
C -4.7433 1.5853 1.3224
H 1.6881 0.3785 -2.6510
H 8.2727 -0.5605 -1.2438
H -0.5402 -4.1940 -3.5624
H -0.9707 -2.7738 -2.5399
H -2.9093 4.7484 1.7669
C 5.8497 2.6909 -2.9919
H 1.1785 -4.9130 -2.2518
H 1.6788 -3.1258 -3.8090
H 2.0035 0.4121 -5.9983
C -5.0374 -0.2638 -3.0306
H -3.1655 -1.8693 -2.4741
N -2.4961 5.0419 -1.5615
H 5.5672 0.6159 2.7574
C 0.9108 -0.4319 0.4733
H 1.9192 2.3280 0.9825
H -2.7611 3.4108 -0.2935
H -7.3958 -0.6110 -0.7728
H -1.4246 5.2648 0.8790
C 1.7766 -0.6022 2.6002
H -1.2410 1.1932 1.2288
H -0.2516 -5.1862 0.4548
H 1.7719 0.1870 0.1240
H 1.7800 -3.6293 -0.1596
H -2.9961 6.2131 0.8107
H 2.0520 -1.6842 2.5961
H 1.2711 -1.4326 0.3315
H -5.2735 -3.8323 0.8728
H -1.8971 -3.4995 0.2523
H -3.5457 -2.1167 -0.9476
H 6.9061 2.8808 -1.1507
H -1.0561 -1.4508 1.1021
H -4.8411 1.5434 -0.6586
H 5.9039 -3.6999 1.8769
C -1.7713 -0.5137 8.8216
H -0.1184 1.9792 0.0113
O 1.2208 -1.5934 -2.3799
H -1.6357 1.4773 5.0709
N -2.3181 -0.9462 4.0788
C -1.3543 -0.6135 5.1520
C 3.8379 -3.8744 2.5767
H 4.9713 -3.5982 -0.6505
H 7.8854 0.7322 -0.1142
H 2.2277 5.3602 0.1493
H 2.9616 4.1213 -0.7497
O -5.1404 3.8797 -1.3112
H -6.8534 4.9053 -1.8567
H 0.3839 2.6882 -4.2406
H -6.7466 3.2132 -2.2104
O -7.5292 -1.7133 -2.5218
O 2.7236 2.2981 -5.6321
H -6.0303 0.1512 -3.3179
H 2.1397 1.4244 -7.3993
C 2.0356 -0.6470 -2.9409
C -0.9102 1.2192 0.1298
N -1.2765 -1.1979 0.1461
C 1.6972 -2.8924 -2.6897
H 3.5745 -3.3946 5.8331
H 1.6192 -0.5014 3.6453
H -3.2267 -4.6406 0.1501
H -5.9656 -2.8830 -3.1881

=====

192
Properties=species:S:1:pos:R:3 method="wB97M-V/def2-TZVPD" lumo_energy_ha=-0.00092 homo_lumo_gap_ev=8.7663 multiplicity=1
C 1.0692 2.6063 0.8121
H 6.0813 5.9023 -7.7111
H -3.3790 -11.6409 -5.1888
O 5.0198 -6.0179 1.7231
H -4.3302 -1.4075 -3.6040
C 0.3439 2.8085 9.7572
H -1.6584 -10.7164 1.4904
H 1.0746 -0.0682 0.6271
H 1.9564 1.4575 9.4814
C -3.5130 -2.1107 -3.4432
H -9.0534 -1.6890 2.6104
H -12.8900 -3.7162 -8.5930
C -1.3342 -2.4367 -2.8642
H 8.0052 11.1424 12.8510
H -2.2619 -9.9453 -6.4937
C -2.6669 -10.7505 1.9025
H 6.7422 0.8984 5.9212
H -3.2067 -7.7204 2.4007
H -0.4795 2.9291 10.4611
H 1.8436 11.1281 -1.9511
H -4.7348 -9.9791 -3.7126
O 0.8743 1.7651 -0.3265
C 5.4794 10.2841 7.8337
H 3.1481 -8.7879 3.6637
H -2.5070 4.8174 -4.0175
O -3.0951 2.3841 -10.4191
H 1.3497 0.3441 -2.2973
H 6.4221 10.2364 7.2886
H 5.3494 11.5142 -1.4158
O -2.8609 -2.0281 3.1219
O 7.4404 12.7648 11.7693
C 2.1177 11.3296 -0.9156
C -11.8624 -3.4427 -8.3539
H -3.7003 0.5974 -9.9495
H -1.5314 -1.1472 4.5360
C -2.2291 4.1466 -3.2045
H -10.8323 -0.5502 1.2713
H -4.0343 4.4569 -2.0502
H 8.3926 13.5307 13.3815
C 6.8459 -6.1658 -4.9529
C -7.1843 -9.1150 -4.0602
C -1.2707 -9.6134 -4.1396
C -3.5369 -9.5619 1.7639
H 3.8827 13.0639 7.2838
O -9.8956 -2.0810 2.3686
H 3.4995 11.5201 6.5788
C -6.0508 -9.4895 -5.0338
C 5.5890 9.8519 9.2594
H 8.2370 2.2490 7.2568
H -8.4854 -7.7000 -2.4050
H -1.6048 3.3027 -3.4982
C 7.8228 0.7903 6.0151
O 6.1846 2.7168 -6.4082
O 7.9311 2.8681 4.6643
O -3.3177 -8.5983 2.7728
C 3.1330 -6.9885 2.9950
H -3.5128 -0.7591 6.2543
C -10.2556 -1.4565 1.0864
C 6.4117 4.8644 -7.6703
H 8.9977 -6.2900 -6.6533
H -8.2759 -1.9093 0.5007
C 1.3753 -0.3277 -1.4393
H 7.9140 -4.5698 -5.9904
O -1.3917 4.9005 -2.3449
H -1.4679 -0.5335 -9.7722
H -3.8186 2.5458 -11.0289
O -0.4759 1.2898 -10.4704
H -2.6082 -0.0599 3.6822
H -1.5038 -10.6206 -3.7941
H -0.8645 2.1649 -10.5388
H 8.4687 -4.8205 -4.3726
O 1.8238 12.7052 -0.6731
H -0.6142 -0.3240 -1.4545
H -4.6076 -9.7426 1.8588
H 4.7666 10.1980 9.8854
C 5.8387 4.1122 -6.3601
O 5.2570 11.7036 7.8274
O -11.7903 -1.5549 -9.9303
H 1.4187 10.7916 -0.2752
C -3.9896 -10.7793 -5.4589
C -8.9635 -1.0808 0.3309
H -7.7849 -9.9826 -3.7872
C 8.0564 -5.3433 -5.2357
H 6.9153 -6.6401 -6.9392
N 0.0960 -1.0409 -1.4951
H 7.0272 -6.8509 -4.1248
H -2.5001 -10.6212 3.8363
H 3.3485 -5.1787 2.0794
C 6.6119 10.5009 11.3433
H 0.7534 -2.5110 -2.8399
H -11.3006 -4.3640 -8.1999
H -10.8491 -2.2444 0.6228
C 0.0065 -1.7190 -2.7853
C 8.4977 1.5810 4.8872
C 3.6149 -6.1937 1.7846
H -3.5788 -2.6776 -4.3718
H 9.5508 1.8519 4.9621
H 2.5301 0.7633 0.0105
H 6.7744 9.5175 11.7844
O -2.7230 -11.3071 3.2027
H 3.6244 -6.5792 3.8777
H 7.4974 4.8868 -7.7634
C -3.6529 -1.1983 5.2666
H 5.7582 8.7777 9.3342
H -0.7312 -9.0697 -3.3641
H -1.6113 -2.9318 -1.9335
H -5.4372 -8.6236 -5.2824
C 1.2430 1.7088 10.2662
H 4.7871 9.6837 7.2436
O 3.4088 -8.3864 2.8316
H -0.5592 -9.6837 -4.9623
H 0.0882 -1.0483 -3.6406
H -4.0798 2.9705 -3.0599
H -1.5766 0.8406 -8.7531
H -9.1141 -0.9260 -0.7375
O -6.6313 -8.6473 -2.8211
C 3.5651 10.8285 -0.5872
C 1.4867 0.5212 -0.1919
H -10.8927 -3.3449 -10.3793
H 8.3499 14.6414 11.9573
C -3.4695 3.5963 -2.4088
O 9.1317 -6.1603 -5.7116
H -12.4429 -2.8268 -6.6091
H -3.9065 -2.8293 -2.7241
C 8.4415 13.6093 12.2954
H 2.0773 2.7287 1.2081
N -5.0936 -10.5021 -4.4986
C 7.7883 11.4009 11.8145
C -2.8171 1.0037 -10.4424
H -1.2597 -3.1392 -3.6943
H 0.6338 0.8132 10.3877
H 5.4323 -6.8690 1.5586
H 8.5927 11.2194 11.1017
H -10.1167 -2.4167 -9.1761
C -11.1086 -2.7090 -9.5207
O -4.8901 -0.7467 4.7634
O 1.8464 1.9408 11.4955
H -7.6142 0.3351 0.3664
H 2.4493 1.2103 11.6520
O -2.4680 -9.0368 -4.5999
H 5.7249 2.2882 -7.1339
C 3.8913 11.9917 7.4800
H 0.4416 2.2009 1.6057
O 4.4533 11.2989 -1.6846
H 3.1316 -6.5529 0.8760
C -2.5608 -1.0167 4.2022
C -7.6644 -8.2479 -1.9427
H 3.9447 11.0445 0.4115
H -0.3394 3.5008 8.2316
H -12.2184 -1.1930 -9.1509
O 5.8569 4.0965 -8.7688
H 8.3619 0.9962 3.9774
H 2.5308 13.1883 -1.1071
H -0.8604 4.3961 -1.7245
H 9.4279 13.3065 11.9440
H -3.5867 -8.8484 -6.1999
H -2.9720 -11.4006 1.0824
N 6.7313 10.5361 9.8355
H -2.4421 -1.8800 2.2709
C -2.9910 -9.6390 -5.7436
O -0.1341 2.5976 8.4842
H 0.8751 3.7578 9.8256
H -2.9183 3.4615 -0.6107
O -11.6911 -2.6322 -7.1736
H -6.3949 -9.7644 -6.0308
H -8.1249 -9.1726 -1.5948
O -2.3356 -1.4016 -3.1472
O 8.2461 1.2890 7.2516
H 8.0768 -0.2695 5.9956
H -2.8376 0.8771 -11.5248
H 8.4279 3.2237 3.9238
H -4.5607 -11.0238 -6.3546
H -7.3012 -7.6900 -1.0796
H -3.4357 -9.1042 0.7798
H 6.2644 4.5780 -5.4714
H 2.0440 -6.9812 3.0415
H 3.5125 9.7541 -0.7628
H 5.9084 -5.6241 -4.8267
H 0.6646 3.6022 0.6312
C -1.5310 0.5542 -9.8038
H -3.7245 -2.2738 5.4287
H 5.1155 4.6167 -9.0871
H 4.7623 4.2831 -6.3471
O -3.1500 2.8432 -1.3076
O 6.4572 -6.8961 -6.1353
H 3.1129 11.7583 8.2065
H 2.2173 -1.0155 -1.5177
H -4.7557 -0.5202 3.8403
H 6.7058 11.4973 9.5263
H -7.8065 -8.3201 -4.4713
O -8.3989 0.1283 0.8793
H 5.6130 10.8326 11.6266